C21H26MnN6S3 | ωB97M-V with the def2-TZVPD basis set

Cartesian coordinates (Å):
Mn: -0.01 -0.22 -0.32
C: 1.53 2.80 -1.65
C: 0.87 2.94 -0.33
N: 0.23 1.95 0.23
C: -0.35 2.32 1.43
C: -0.11 3.62 1.77
S: 0.84 4.40 0.58
C: -1.19 1.34 2.09
C: -2.01 1.50 3.17
S: -2.89 0.06 3.48
C: -2.10 -0.70 2.15
N: -1.24 0.08 1.54
C: -2.38 -2.08 1.70
H: 1.44 1.75 -1.98
H: 2.58 3.08 -1.62
H: 1.04 3.44 -2.38
H: -0.42 4.15 2.65
H: -2.14 2.37 3.77
H: -3.36 -2.13 1.22
H: -2.38 -2.79 2.53
H: -1.62 -2.38 0.96
N: 0.59 -0.37 -3.13
C: -0.70 0.13 -3.01
N: -1.42 -0.15 -1.95
C: -2.65 0.48 -2.01
C: -3.68 0.38 -1.09
C: -4.85 1.08 -1.31
C: -5.00 1.90 -2.42
C: -3.99 2.01 -3.36
C: -2.82 1.29 -3.15
S: -1.40 1.21 -4.16
H: 0.65 -1.39 -3.09
H: 1.07 -0.02 -3.96
H: -3.56 -0.25 -0.22
H: -5.67 0.99 -0.61
H: -5.91 2.45 -2.56
H: -4.10 2.61 -4.24
C: 2.64 -2.16 -0.59
C: 3.88 -2.76 0.16
N: 3.84 -2.34 1.53
C: 3.89 -0.90 1.64
C: 2.62 -0.32 0.92
N: 1.82 -1.42 0.37
C: 1.41 -2.32 1.47
C: 2.68 -2.87 2.19
H: 2.05 -2.96 -1.03
H: 2.97 -1.48 -1.37
H: 4.81 -2.41 -0.28
H: 3.87 -3.85 0.13
H: 4.80 -0.55 1.16
H: 3.91 -0.62 2.69
H: 2.92 0.34 0.10
H: 2.01 0.25 1.64
H: 0.83 -3.15 1.04
H: 0.78 -1.76 2.16
H: 2.72 -3.96 2.15
H: 2.68 -2.57 3.24

Values from the calculation:
HOMO-LUMO gap (spin up / spin down)	8.15 / 7.91	eV
highest occupied orbital energy (spin up / spin down)	-13.53 / -13.56	eV
spin multiplicity	6
total charge	+2
lowest unoccupied orbital energy (spin up / spin down)	-5.38 / -5.66	eV
expectation value of S²	8.75

---

C15H19N3O4 | ωB97M-V with the def2-TZVPD basis set

Cartesian coordinates (Å):
N: -0.93 -0.51 1.04
C: -1.51 0.38 0.21
N: -1.07 1.45 -0.52
O: 0.19 1.65 -0.66
C: 1.05 1.54 0.19
O: 0.78 1.30 1.55
C: 2.23 2.16 -0.01
C: 3.51 1.47 0.13
C: 3.60 0.17 -0.63
C: 5.00 -0.65 -0.21
C: 4.54 -1.89 -0.05
H: 4.48 -2.29 0.88
C: 3.21 -2.39 -0.76
H: 3.25 -2.19 -1.70
H: 2.63 -3.08 -0.39
C: 2.48 -0.91 -0.13
H: 2.35 -1.05 0.87
H: 1.60 -0.72 -0.73
H: 5.41 -2.63 -0.65
H: 5.67 -0.41 -0.88
H: 5.35 -0.24 0.63
H: 3.52 0.48 -1.45
H: 3.43 1.34 1.38
H: 4.37 2.09 0.28
H: 2.41 3.46 0.01
H: 2.35 2.40 -1.27
C: -3.13 0.05 0.12
C: -3.75 0.68 -1.11
C: -5.23 0.34 -1.07
C: -5.85 -0.09 0.00
C: -5.24 -0.20 1.08
C: -3.91 -0.20 1.10
H: -3.37 -0.31 2.20
H: -5.87 -0.75 1.96
N: -7.34 -0.27 -0.17
O: -7.87 -0.37 0.85
O: -7.80 0.05 -1.42
H: -5.68 0.60 -1.84
H: -3.21 0.89 -1.90
H: -1.63 -1.04 1.60
H: -0.01 -0.30 1.50

Values from the calculation:
HOMO-LUMO gap	8.39	eV
energy relative to the best compared isomer or geometry (same formula, charge and spin)	474.2	kcal/mol
highest occupied orbital energy	-9.24	eV
lowest unoccupied orbital energy	-0.85	eV

---

C27H43F3N7O2ScSeSi | ωB97M-V with the def2-TZVPD basis set

Cartesian coordinates (Å):
Sc: -0.50 0.81 1.80
C: -0.76 0.63 4.32
C: -0.12 1.86 4.04
C: -1.04 2.65 3.27
C: -2.19 1.93 3.08
C: -2.03 0.63 3.70
H: -0.24 -0.16 4.90
H: 0.85 2.14 4.40
H: -0.94 3.72 3.01
H: -3.06 2.27 2.59
H: -2.95 -0.11 3.69
C: -1.56 1.48 -2.97
N: -2.52 1.05 -1.98
C: -3.65 0.62 -2.76
C: -1.98 0.22 -0.92
N: -1.01 0.97 -0.19
C: -0.53 2.31 -0.20
C: -1.27 3.50 -0.57
C: -0.67 4.73 -0.48
C: 0.58 4.89 0.10
C: 1.30 3.84 0.51
C: 0.79 2.53 0.33
N: 1.44 1.41 0.94
C: 2.56 0.83 0.58
N: 3.12 0.96 -0.63
C: 2.41 1.23 -1.86
C: 4.53 0.76 -0.80
N: 3.29 0.08 1.47
C: 3.21 0.39 2.94
C: 3.48 -1.33 1.13
N: -3.06 -0.08 0.07
C: -3.99 1.00 0.31
C: -3.60 -1.39 -0.02
H: -0.60 1.66 -2.49
H: -2.01 2.33 -3.42
H: -1.29 0.75 -3.76
H: -3.68 1.21 -3.68
H: -4.59 0.80 -2.29
H: -3.62 -0.43 -3.09
H: -2.28 3.32 -0.94
H: -1.26 5.63 -0.79
H: 0.85 5.94 0.23
H: 2.13 3.84 1.17
H: 1.38 0.95 -1.82
H: 2.83 0.58 -2.67
H: 2.56 2.23 -2.20
H: 5.10 0.80 0.12
H: 4.80 1.53 -1.57
H: 4.69 -0.21 -1.28
H: 2.66 1.32 3.15
H: 4.25 0.49 3.30
H: 2.77 -0.47 3.46
H: 4.10 -1.78 1.89
H: 4.07 -1.45 0.19
H: 2.53 -1.92 1.02
H: -3.58 1.91 -0.07
H: -4.23 1.10 1.37
H: -4.93 0.74 -0.21
H: -4.40 -1.44 -0.80
H: -4.04 -1.79 0.91
H: -1.89 -2.64 0.45
F: -0.15 -3.37 4.70
C: 0.61 -3.09 3.62
F: 1.74 -2.48 3.99
F: 0.93 -4.26 3.00
C: -0.22 -2.23 2.65
O: -1.28 -2.69 2.33
O: 0.32 -1.13 2.28
N: -2.42 -2.20 -0.42
C: -1.53 -1.25 -1.33
H: -2.75 -2.96 -1.06
C: 2.42 -3.71 -2.09
Si: 0.78 -2.99 -2.48
C: 0.98 -2.15 -4.11
C: -0.60 -4.24 -2.62
Se: 0.34 -1.68 -0.83
H: 2.68 -4.34 -2.95
H: 2.50 -4.36 -1.23
H: 3.17 -2.92 -2.12
H: 0.99 -2.87 -4.96
H: 1.83 -1.52 -3.95
H: 0.12 -1.55 -4.25
H: -0.41 -4.67 -3.62
H: -1.57 -3.75 -2.72
H: -0.69 -4.97 -1.82

Values from the calculation:
HOMO-LUMO gap	7.12	eV
energy relative to the best compared isomer or geometry (same formula, charge and spin)	57.2	kcal/mol
highest occupied orbital energy	-6.59	eV
lowest unoccupied orbital energy	0.52	eV

---

C3H5N3O | ωB97M-V with the def2-TZVPD basis set

Cartesian coordinates (Å):
C: -1.21 0.09 0.02
C: 0.27 0.04 -0.16
C: 2.13 0.95 -0.41
H: -1.75 -1.59 1.37
H: -1.81 -2.04 -0.27
H: -1.45 0.50 -1.07
H: -1.48 0.77 0.80
H: 2.81 2.03 -0.37
N: -1.91 -1.13 0.31
N: 1.08 -0.70 0.37
N: 2.41 -0.16 0.14
O: 0.91 1.23 -0.74

Values from the calculation:
HOMO-LUMO gap	10.54	eV
energy relative to the best compared isomer or geometry (same formula, charge and spin)	88.9	kcal/mol
highest occupied orbital energy	-9.73	eV
lowest unoccupied orbital energy	0.82	eV

---

C62H48FGeN2NiOP3S | ωB97M-V with the def2-TZVPD basis set

Cartesian coordinates (Å):
Ni: -0.62 0.13 0.49
F: -5.10 -0.05 2.00
Ge: -3.46 0.45 1.58
C: -3.54 -0.44 -0.21
C: -4.74 -0.02 -0.81
C: -5.18 -0.57 -1.99
C: -4.44 -1.56 -2.62
C: -3.26 -1.99 -2.05
C: -2.80 -1.43 -0.85
P: -1.32 -2.07 -0.02
C: -1.79 -3.75 0.44
C: -2.46 -3.89 1.66
C: -2.97 -5.12 2.04
C: -2.82 -6.22 1.20
C: -2.18 -6.08 -0.02
C: -1.67 -4.85 -0.41
C: 0.11 -2.03 -1.25
C: 0.88 -3.30 -1.46
C: 1.51 -3.54 -2.60
C: 1.46 -2.62 -3.74
C: 0.68 -1.54 -3.72
C: -0.14 -1.18 -2.53
C: -3.64 2.36 1.24
C: -4.75 3.01 1.77
C: -4.95 4.36 1.57
C: -4.04 5.09 0.82
C: -2.93 4.47 0.28
C: -2.72 3.10 0.49
P: -1.29 2.33 -0.34
C: -0.01 3.61 -0.20
C: 0.73 4.11 -1.27
C: 1.67 5.11 -1.08
C: 1.87 5.64 0.19
C: 1.13 5.15 1.26
C: 0.21 4.14 1.07
C: -1.86 2.28 -2.09
C: -1.00 2.06 -3.18
C: -1.49 2.00 -4.47
C: -2.85 2.13 -4.72
C: -3.71 2.35 -3.65
C: -3.22 2.43 -2.36
C: -2.65 0.28 3.38
C: -3.66 0.24 4.35
C: -3.37 0.30 5.71
C: -2.05 0.37 6.13
C: -1.04 0.39 5.19
C: -1.32 0.38 3.82
P: 0.09 0.26 2.69
C: 1.23 1.64 2.99
C: 1.10 2.56 4.02
C: 2.08 3.53 4.22
C: 3.17 3.60 3.37
C: 3.28 2.71 2.31
C: 2.31 1.74 2.12
C: 0.94 -1.15 3.49
C: 0.23 -2.34 3.61
C: 0.73 -3.38 4.37
C: 1.95 -3.24 5.02
C: 2.67 -2.07 4.88
C: 2.16 -1.02 4.13
H: -5.35 0.73 -0.33
H: -6.11 -0.24 -2.43
H: -4.79 -2.01 -3.54
H: -2.70 -2.79 -2.52
H: -2.60 -3.04 2.31
H: -3.49 -5.22 2.98
H: -3.22 -7.18 1.49
H: -2.08 -6.93 -0.68
H: -1.19 -4.76 -1.38
H: 0.92 -4.02 -0.66
H: 2.07 -4.46 -2.71
H: 2.03 -2.87 -4.63
H: 0.59 -0.90 -4.59
H: -1.17 -0.97 -2.80
H: -5.47 2.44 2.35
H: -5.82 4.85 1.98
H: -4.20 6.15 0.65
H: -2.22 5.04 -0.30
H: 0.55 3.77 -2.28
H: 2.21 5.50 -1.92
H: 2.58 6.44 0.34
H: 1.26 5.58 2.25
H: -0.38 3.80 1.91
H: 0.06 1.95 -3.02
H: -0.80 1.85 -5.29
H: -3.23 2.08 -5.73
H: -4.77 2.47 -3.83
H: -3.91 2.63 -1.55
H: -4.70 0.16 4.05
H: -4.18 0.26 6.43
H: -1.82 0.39 7.19
H: -0.01 0.39 5.53
H: 0.25 2.53 4.69
H: 1.99 4.22 5.04
H: 3.93 4.35 3.52
H: 4.13 2.77 1.63
H: 2.42 1.03 1.30
H: -0.74 -2.44 3.14
H: 0.16 -4.30 4.47
H: 2.34 -4.05 5.62
H: 3.62 -1.95 5.39
H: 2.73 -0.10 4.05
O: 0.40 0.01 -1.87
C: 0.82 -0.72 -0.71
N: 2.82 1.08 -2.02
C: 3.14 0.07 -1.22
N: 2.29 -0.76 -0.62
C: 2.94 -1.67 0.25
C: 2.34 -2.64 1.03
C: 3.16 -3.48 1.77
C: 4.54 -3.34 1.74
C: 5.14 -2.35 0.98
C: 4.32 -1.53 0.24
S: 4.80 -0.22 -0.82
H: 1.86 1.14 -2.34
H: 3.54 1.63 -2.45
H: 1.27 -2.74 1.09
H: 2.71 -4.25 2.38
H: 5.16 -4.01 2.32
H: 6.22 -2.24 0.96

Values from the calculation:
HOMO-LUMO gap (spin up / spin down)	8.11 / 7.29	eV
energy relative to the best compared isomer or geometry (same formula, charge and spin)	79.1	kcal/mol
highest occupied orbital energy (spin up / spin down)	-12.67 / -13.12	eV
spin multiplicity	3
total charge	+2
lowest unoccupied orbital energy (spin up / spin down)	-4.56 / -5.83	eV
expectation value of S²	2.01

---

C30H44CuN4OP2Si | ωB97M-V with the def2-TZVPD basis set

Cartesian coordinates (Å):
Cu: 0.66 -1.26 -1.17
C: 4.51 -0.85 0.47
C: 3.92 -0.18 1.48
C: 4.12 1.27 1.82
C: 4.09 2.21 0.56
C: 3.05 1.82 -0.48
C: 3.21 0.77 -1.34
C: 4.55 0.23 -1.77
C: 5.41 -0.19 -0.53
C: -2.00 0.19 -2.12
H: 4.55 -1.94 0.51
H: 3.54 -0.74 2.33
H: 5.12 1.41 2.26
H: 3.37 1.64 2.57
H: 3.85 3.23 0.92
H: 5.07 2.24 0.11
H: 2.41 2.70 -0.71
H: 2.41 0.40 -2.01
H: 5.07 0.94 -2.41
H: 4.38 -0.74 -2.25
H: 6.08 -0.95 -0.91
H: 6.04 0.60 -0.12
H: -1.87 -0.85 -1.77
H: -1.93 0.24 -3.21
H: -3.00 0.38 -1.79
P: -0.96 1.43 -1.34
P: -0.10 -0.98 1.57
N: -0.06 1.86 -2.75
N: -2.06 2.66 -0.98
N: 1.03 -2.27 1.31
N: -0.61 -1.42 3.12
C: 0.19 1.64 0.08
C: 0.25 0.86 1.47
C: 0.38 0.94 -3.69
C: 1.34 1.54 -4.46
C: 1.49 2.87 -3.99
C: 0.67 3.05 -2.90
C: -3.09 3.08 -1.85
C: -3.69 4.18 -1.27
C: -3.04 4.45 -0.04
C: -2.05 3.50 0.13
C: 1.18 -2.86 0.05
C: 2.38 -3.52 -0.01
C: 2.99 -3.41 1.34
C: 2.17 -2.53 2.05
C: 0.10 -1.55 4.35
C: -0.75 -1.99 5.33
C: -2.06 -2.14 4.74
C: -1.94 -1.81 3.39
H: 0.37 2.72 0.28
H: 1.07 1.36 -0.57
H: 1.28 1.04 1.84
H: -0.50 1.37 2.13
H: -0.07 -0.04 -3.80
H: 1.82 1.07 -5.31
H: 2.13 3.61 -4.42
H: 0.48 3.88 -2.22
H: -3.27 2.52 -2.75
H: -4.49 4.75 -1.70
H: -3.23 5.20 0.70
H: -1.33 3.34 0.92
H: 0.46 -2.76 -0.83
H: 2.85 -3.98 -0.95
H: 3.90 -3.92 1.67
H: 2.34 -1.85 2.88
H: 1.14 -1.28 4.39
H: -0.44 -2.24 6.34
H: -2.95 -2.49 5.27
H: -2.62 -1.79 2.53
C: -5.46 -0.62 -0.51
Si: -4.02 -1.94 -0.10
C: -5.15 -2.80 1.31
C: -4.58 -3.27 -1.44
O: -2.51 -1.48 0.20
H: -6.47 -1.05 -0.57
H: -5.35 -0.01 -1.40
H: -5.55 0.07 0.33
H: -6.14 -3.19 0.98
H: -4.55 -3.66 1.74
H: -5.32 -2.04 2.10
H: -4.57 -2.96 -2.48
H: -4.02 -4.20 -1.41
H: -5.63 -3.55 -1.21

Values from the calculation:
HOMO-LUMO gap (spin up / spin down)	5.79 / 6.84	eV
energy relative to the best compared isomer or geometry (same formula, charge and spin)	114.8	kcal/mol
highest occupied orbital energy (spin up / spin down)	-5.95 / -7.39	eV
spin multiplicity	2
lowest unoccupied orbital energy (spin up / spin down)	-0.16 / -0.55	eV
expectation value of S²	0.75

---

Number 1: F_max 0.0255 hartree/bohr. Number 2: F_max 0.3223 hartree/bohr. Number 3: F_max 0.0533 hartree/bohr. Number 4: F_max 0.1283 hartree/bohr. Number 5: F_max 0.0138 hartree/bohr. Number 6: F_max 0.0742 hartree/bohr.